An isolated molecule of C3H6N2O, computed with ωB97M-V with the def2-TZVPD basis set.

Lowest unoccupied orbital energy: 0.88 eV
Multiplicity: 1
Calculated total energy: -302.6156 Eh
SMILES string: O=C1CCNN1
E_HOMO: -9.2962 eV

Element x y z (Å)
C: -0.941734 0.009550 0.062917
C: 0.147029 1.195011 0.207112
C: 1.452324 0.561904 -0.240496
H: 0.247922 1.572499 1.226716
H: -0.270447 1.983917 -0.308627
H: 1.706459 0.740127 -1.311576
H: 2.296017 0.924118 0.281032
H: 1.772209 -0.886274 0.879912
H: -0.553326 -1.998841 -0.196653
N: 1.265445 -0.854787 -0.080053
N: -0.139103 -1.141266 0.151888
O: -2.128618 0.129754 -0.156356

Cartesian forces, eV/Å:
C 2.00 0.84 0.22
C -0.74 -1.83 1.15
C -1.54 1.42 -3.14
H -0.31 -0.43 0.24
H -0.40 1.76 -1.58
H -0.53 0.23 0.46
H 0.85 0.15 0.86
H -1.49 -1.37 -1.70
H 0.69 0.05 -0.21
N 1.20 -1.79 3.44
N -0.86 1.55 -0.19
O 1.14 -0.57 0.45